Density functional theory data (wB97M-V/def2-TZVPD) for C16H24Br21N2O as an isolated structure at a distorted geometry.

Structure (XYZ):
```
64
Properties=species:S:1:pos:R:3:forces:R:3
C 5.18580 -1.57730 -2.49885 0.8 -0.3 0.4
O 4.57354 -0.33106 -2.13164 -0.8 -0.7 -0.7
C 3.14717 -0.35597 -2.34534 0.5 0.8 -0.3
C 2.64899 1.13915 -2.45019 -0.4 -0.3 0.6
C 1.30096 1.34176 -1.66244 0.1 -0.1 -0.3
C -0.00111 0.95636 -2.51138 -0.1 0.6 1.0
C -1.00465 0.33703 -1.47319 1.5 1.3 -0.7
N -2.28546 -0.16587 -2.02968 0.6 -0.8 1.8
C -3.02193 -0.99371 -1.12141 -3.2 -0.7 -3.4
C -4.22206 -1.35784 -1.84094 3.7 3.3 1.2
N -4.05485 -0.66042 -3.11346 -0.1 1.6 1.4
C -2.89374 0.04500 -3.21919 -0.6 -1.3 2.8
H 5.71049 -2.01039 -1.59846 -0.6 0.3 -0.8
H 4.45311 -2.33091 -2.89598 0.6 0.7 0.4
H 5.97828 -1.38521 -3.26552 -0.7 -0.1 0.5
H 2.93826 -0.85969 -3.32537 0.0 0.1 0.9
H 2.70304 -0.90479 -1.46384 0.0 0.5 -1.0
H 2.48790 1.46453 -3.50956 0.3 -0.4 0.8
H 3.46059 1.79361 -2.03819 -0.7 -0.6 -0.2
H 1.21271 2.40941 -1.34367 0.0 -0.9 -0.2
H 1.33136 0.72014 -0.72040 0.0 0.6 -0.9
H 0.22775 0.30740 -3.39212 -0.2 0.3 0.8
H -0.44780 1.92914 -2.85582 0.4 -1.0 -0.1
H -0.47460 -0.44634 -0.86951 -0.9 0.4 -0.8
H -1.25018 1.15946 -0.74869 0.2 -0.8 -0.8
H -2.72994 -1.30331 -0.07031 -0.2 0.1 -2.4
H -5.07897 -1.97260 -1.50158 0.8 1.0 -0.5
H -4.76571 -0.69863 -3.84149 0.4 0.3 0.4
H -2.48703 0.65678 -4.04437 -0.6 -0.6 0.6
C -5.91907 -4.01956 -4.46075 0.1 -0.7 -0.3
Br -7.53955 -3.77085 -3.43784 0.3 0.0 -0.1
Br -4.45592 -2.96665 -3.72974 -1.2 -3.8 -2.2
Br -5.45354 -5.88777 -4.63509 -0.1 0.3 0.1
H -6.11095 -3.64510 -5.46130 0.1 0.0 0.2
C -1.43393 0.61248 3.00983 0.1 0.1 0.5
Br -0.51884 2.29817 2.79588 0.0 -0.3 -0.1
Br -2.31163 0.09024 1.36321 0.2 0.7 1.8
Br -0.26730 -0.77277 3.67054 -0.1 0.3 -0.1
H -2.20820 0.75687 3.75789 0.0 0.0 -0.2
C 0.48463 2.83698 6.63066 0.2 0.0 -0.1
Br 1.53579 1.94243 7.98298 -0.2 0.1 -0.2
Br -1.39510 2.39972 6.77750 0.1 0.0 0.0
Br 0.77803 4.74695 6.63607 -0.1 -0.3 0.0
H 0.82138 2.46597 5.66776 -0.1 0.0 0.1
C -4.60666 -0.58775 5.73431 0.0 0.0 0.2
Br -3.56966 -1.75111 6.87643 -0.1 0.2 -0.2
Br -4.63147 -1.21909 3.90249 0.0 0.1 0.2
Br -6.39125 -0.30795 6.41933 0.3 -0.1 -0.1
H -4.11197 0.37822 5.73078 -0.1 -0.1 0.0
C 3.41422 3.18742 2.49607 0.1 -0.1 0.1
Br 5.15590 3.91163 2.91032 -0.3 -0.1 -0.1
Br 2.07090 4.57659 2.38190 0.2 0.0 0.0
Br 3.44323 2.08361 0.90666 0.1 0.2 0.2
H 3.13446 2.53942 3.32050 0.0 0.1 -0.1
C -0.29358 -5.26332 2.64984 0.1 -0.2 0.1
Br -1.39682 -3.87138 1.88022 0.0 -0.1 0.0
Br 1.48723 -5.26115 1.89811 -0.3 0.1 0.1
Br -0.26083 -5.16022 4.57907 0.0 0.1 -0.3
H -0.74961 -6.21216 2.38801 0.0 0.2 0.0
C 5.81328 3.86328 -3.40699 0.1 0.0 0.0
Br 4.43904 5.04757 -2.73497 0.1 -0.2 -0.1
Br 6.73679 2.94404 -1.97591 -0.3 0.1 -0.2
Br 5.12058 2.62767 -4.73075 0.1 0.2 0.2
H 6.54852 4.48183 -3.91044 -0.1 -0.1 0.1
```
Forces are in eV/Å.

Results
* charge: +1


Density functional theory data (wB97M-V/def2-TZVPD) for C77H165N8O15 as an isolated structure at a distorted geometry.

Structure (XYZ):
```
265
Properties=species:S:1:pos:R:3:forces:R:3
C -1.31400 -1.87773 8.70426 0.9 0.0 0.2
C -0.32558 -0.95833 9.47734 0.0 -1.4 0.6
C 0.27335 -1.72088 10.69485 -1.0 1.3 -0.4
N 1.13123 -0.85778 11.60836 -0.2 -0.9 0.8
C 2.37786 -0.37259 10.79919 -1.2 0.6 1.1
C 3.29488 0.36890 11.75037 0.6 -0.6 0.3
C 3.80465 -0.52925 12.85593 -1.4 -0.7 0.7
C 2.62575 -1.27768 13.62241 -0.1 0.0 -0.4
C 1.49802 -1.86980 12.71721 2.3 0.7 0.2
C 0.36176 0.36957 12.25390 1.0 -0.3 -2.1
H -1.67819 -1.31237 7.84645 -0.3 -0.3 0.1
H -2.10686 -2.29309 9.32631 -0.3 0.6 0.1
H -0.82375 -2.78744 8.35758 0.3 0.2 -0.3
H -0.86076 -0.06271 9.79284 0.1 0.1 0.1
H 0.52318 -0.69865 8.84466 -0.3 0.2 -0.3
H 0.89109 -2.55789 10.36942 0.1 0.1 0.0
H -0.48704 -2.10871 11.37271 -0.3 -0.1 -0.3
H 2.81952 -1.23213 10.29499 0.0 -0.1 0.3
H 1.98011 0.28849 10.02921 0.0 -0.1 0.1
H 4.20779 0.69717 11.25344 -0.4 0.4 -0.4
H 2.81574 1.19886 12.26968 -0.1 0.3 -0.7
H 4.50752 -1.24915 12.43662 0.0 -0.2 0.2
H 4.33159 0.13272 13.54311 0.1 -0.4 0.3
H 3.06971 -2.11823 14.15576 -0.1 0.1 0.2
H 2.12241 -0.65523 14.36221 0.4 0.3 0.1
H 1.91369 -2.79400 12.31576 0.0 0.3 -0.9
H 0.62085 -2.24864 13.24176 -0.2 0.8 0.1
H 0.37703 1.09630 11.44166 -0.2 0.1 0.0
H 0.94542 0.84854 13.04005 -0.3 -0.7 0.2
H -0.68923 0.16638 12.45941 0.4 -0.5 0.3
C 7.68239 1.73677 6.53700 0.1 0.3 0.1
C 8.39308 0.42307 6.78551 1.4 -1.4 0.8
C 9.86828 0.53433 7.38273 -1.4 -0.6 -0.2
N 10.45992 -0.78410 7.90844 -0.8 -1.2 0.6
C 11.86710 -0.44650 8.41855 -0.3 0.6 -0.7
C 12.59879 -1.52755 9.15906 -1.0 -0.6 0.0
C 11.69349 -2.00393 10.29339 0.9 0.2 0.8
C 10.31565 -2.49128 9.86145 0.5 -0.2 -1.3
C 9.58714 -1.38506 9.04515 0.7 0.7 1.9
C 10.60867 -1.80815 6.85646 -0.2 -0.5 -0.9
H 6.62545 1.61100 6.30215 0.0 -0.4 0.2
H 8.05451 2.30868 5.68697 0.4 0.0 0.2
H 7.75498 2.32929 7.44901 -0.1 0.3 -0.1
H 8.42967 -0.23971 5.92094 0.1 0.3 -0.3
H 7.85657 -0.19336 7.50681 -0.4 0.3 0.1
H 9.88534 1.11031 8.30796 -0.1 0.6 -0.4
H 10.53874 0.91088 6.61021 0.2 0.1 0.3
H 11.73230 0.43701 9.04252 0.1 0.0 0.0
H 12.38924 -0.18951 7.49691 0.1 0.3 0.1
H 13.51093 -1.08531 9.55972 0.0 -0.1 -0.1
H 12.85819 -2.35017 8.49264 0.2 0.0 0.0
H 11.65338 -1.14427 10.96232 -0.6 0.2 0.2
H 12.24384 -2.71135 10.91370 -0.3 -0.5 -0.2
H 9.75209 -2.90791 10.69626 -0.4 0.7 0.1
H 10.42134 -3.37916 9.23807 0.2 -0.1 -0.2
H 9.48368 -0.58045 9.77316 0.1 0.5 -0.1
H 8.54780 -1.60647 8.80254 0.5 -0.3 -0.9
H 11.20590 -1.36687 6.05854 0.0 -0.2 0.0
H 9.65899 -2.15530 6.44940 -0.2 0.5 0.1
H 11.05476 -2.72940 7.23117 0.3 0.4 0.2
C -4.19722 8.27793 7.96984 0.1 -0.1 0.0
C -3.67519 8.01661 6.55817 0.4 -1.2 -0.6
C -2.36437 8.79833 6.27955 -0.8 0.1 0.2
N -1.39045 8.38769 5.15391 -1.4 0.3 -1.1
C -0.23494 9.41000 5.11203 -1.2 0.2 0.5
C 0.53151 9.38416 6.40100 2.1 -1.8 0.9
C 1.11767 7.90030 6.62570 -1.1 1.9 -0.4
C 0.02603 6.87753 6.63663 -0.8 0.0 -0.6
C -0.83616 6.97730 5.35752 0.3 0.6 0.3
C -2.19337 8.54540 3.76694 0.4 -0.6 1.7
H -5.10453 7.70752 8.16863 0.0 0.0 -0.2
H -4.44354 9.32030 8.17206 0.2 0.1 0.0
H -3.44618 7.90996 8.66887 0.0 0.3 0.3
H -4.47520 8.09655 5.82217 0.2 0.7 -0.2
H -3.45766 6.94981 6.50586 0.1 -0.2 0.1
H -1.81916 8.77750 7.22316 0.2 0.2 -0.3
H -2.68630 9.81752 6.06572 0.5 0.2 0.0
H -0.73379 10.36057 4.92320 0.1 0.1 0.1
H 0.41993 9.21663 4.26242 -0.2 -0.4 0.0
H 0.07112 9.70025 7.33707 -0.7 0.0 -0.4
H 1.40749 10.03072 6.34883 -0.1 0.2 -0.4
H 1.65975 7.83403 7.56903 0.4 0.2 -0.3
H 1.68350 7.62597 5.73538 0.8 0.3 0.3
H -0.63307 6.94798 7.50192 0.2 -0.2 0.2
H 0.57276 5.93462 6.62607 -0.7 -0.4 0.1
H -1.67140 6.27903 5.41129 0.1 0.1 -0.4
H -0.19101 6.83451 4.49063 -0.2 -0.4 -0.1
H -3.09177 7.92880 3.79489 0.2 -0.2 0.3
H -1.57493 8.23158 2.92603 0.2 0.3 0.2
H -2.54260 9.57751 3.73715 0.4 0.0 -0.2
C -10.26756 -5.00231 -9.63605 0.7 -1.0 -0.3
C -9.53084 -4.28997 -10.81475 0.0 0.9 1.9
C -8.95841 -2.90945 -10.20922 0.6 -0.3 -1.9
N -7.99971 -2.16000 -11.18715 -0.5 -1.3 -1.4
C -6.82373 -3.22716 -11.56663 0.1 2.0 0.8
C -5.68524 -2.58387 -12.35979 -0.8 1.3 0.9
C -5.24047 -1.27473 -11.65668 0.8 0.5 0.0
C -6.33351 -0.24422 -11.41952 -0.8 -1.2 0.2
C -7.43276 -0.89675 -10.48335 0.5 0.1 -2.3
C -8.80306 -1.78488 -12.48070 1.0 -0.7 0.8
H -9.72142 -4.92559 -8.69587 -0.1 0.7 0.1
H -10.17008 -6.08011 -9.76626 -0.3 -0.1 -0.5
H -11.33273 -4.81991 -9.49371 0.2 0.5 -0.1
H -10.18036 -4.18182 -11.68338 -0.2 0.5 0.3
H -8.74896 -4.95751 -11.17690 0.2 0.2 0.4
H -8.32734 -2.99994 -9.32510 -0.3 -0.7 0.1
H -9.74036 -2.18909 -9.96897 -0.2 -0.2 -0.1
H -6.37131 -3.41259 -10.59245 -0.4 -0.4 0.2
H -7.21122 -4.15257 -11.99274 -0.3 0.6 0.0
H -4.87072 -3.30778 -12.33500 0.0 0.1 -0.5
H -5.99515 -2.27099 -13.35686 0.2 -0.6 -0.3
H -4.76762 -1.42217 -10.68572 0.1 -0.6 0.1
H -4.46218 -0.78814 -12.24454 0.1 -0.2 -0.2
H -5.93931 0.70332 -11.05227 0.0 -0.3 0.6
H -6.76044 0.05141 -12.37786 -0.4 -0.1 0.0
H -7.06126 -1.24217 -9.51859 0.0 0.3 0.0
H -8.24896 -0.17607 -10.43296 -0.2 -0.4 0.5
H -9.19918 -2.68655 -12.94779 0.2 -0.1 0.3
H -8.11167 -1.33881 -13.19561 -0.3 0.2 0.2
H -9.66369 -1.16125 -12.23884 0.4 0.2 0.2
C 9.26061 -0.42738 -0.68776 0.2 0.5 0.8
C 9.54910 -1.90849 -0.45859 0.2 -0.6 -2.0
C 9.62325 -2.70993 -1.87000 1.4 -0.6 3.0
N 10.44576 -4.10902 -1.68470 -0.5 -0.9 -0.5
C 10.08890 -4.94448 -2.96620 -0.9 -1.3 1.0
C 8.63398 -5.58600 -2.96646 0.5 2.6 -0.4
C 8.19593 -6.10320 -1.64975 0.1 -2.1 -0.1
C 8.53198 -5.24240 -0.46562 1.0 0.4 0.4
C 10.07641 -4.98870 -0.42884 -1.4 0.6 -0.7
C 11.97321 -3.94802 -1.67308 -0.9 1.1 -0.4
H 10.02838 0.15979 -1.19160 0.0 -0.5 -0.7
H 9.30499 0.07607 0.27799 -0.5 -0.1 0.3
H 8.27413 -0.23849 -1.11118 0.1 0.0 -0.1
H 8.77889 -2.32317 0.19173 0.0 -0.2 -0.2
H 10.49700 -2.02962 0.06574 0.1 0.0 -0.1
H 10.24488 -2.17513 -2.58809 -0.3 0.0 0.0
H 8.63400 -2.96893 -2.24737 0.3 0.0 0.0
H 10.19636 -4.35014 -3.87356 0.4 0.1 0.3
H 10.79780 -5.76983 -2.90013 0.1 0.1 -0.5
H 7.93275 -4.78535 -3.20169 0.0 0.3 -0.4
H 8.48840 -6.29757 -3.77922 0.6 -0.1 0.1
H 7.16104 -6.43569 -1.73060 -0.3 0.6 0.3
H 8.67376 -7.07943 -1.56755 0.4 -0.2 0.6
H 8.05136 -4.26455 -0.49589 -0.3 -0.1 0.0
H 8.19815 -5.74338 0.44305 0.2 0.1 0.1
H 10.47143 -4.50803 0.46616 -0.4 0.5 -0.2
H 10.58473 -5.95286 -0.43912 0.3 0.1 -0.8
H 12.19626 -3.15128 -2.38270 0.2 -0.3 -0.2
H 12.46430 -4.87795 -1.95974 -0.3 0.1 0.1
H 12.35667 -3.58607 -0.71911 -0.4 -0.3 0.2
C 0.73071 -6.87686 -1.96949 -0.5 -1.1 -1.0
C 0.41048 -6.47598 -3.42561 -0.3 0.5 -0.2
C 0.42748 -7.65909 -4.39307 1.8 -0.4 -0.9
N 0.82006 -7.28903 -5.91113 -1.1 -0.3 -1.0
C 0.61234 -8.51000 -6.87420 -0.3 0.4 -1.0
C 0.52520 -8.14678 -8.45752 0.7 -0.7 1.4
C -0.24095 -6.91190 -8.79284 -0.7 0.4 -0.4
C -0.14961 -5.80937 -7.75679 0.3 0.0 -1.3
C -0.25959 -6.26849 -6.34103 0.4 0.3 0.3
C 2.25400 -6.76243 -6.09795 -1.4 -1.2 0.6
H -0.15885 -7.36290 -1.56880 -0.1 0.6 0.5
H 1.10588 -6.04201 -1.37757 -0.3 -0.2 0.0
H 1.42063 -7.72071 -1.97590 0.6 0.3 0.1
H 1.13585 -5.72673 -3.74271 0.2 -0.1 -0.2
H -0.54875 -5.96010 -3.46864 -0.1 0.0 0.1
H -0.43538 -8.32373 -4.43575 -0.4 0.6 -0.2
H 1.22059 -8.32478 -4.05259 0.3 -0.1 -0.3
H -0.30169 -8.99831 -6.53627 -0.1 0.2 -0.1
H 1.39620 -9.25849 -6.75836 0.2 0.4 0.4
H 0.00382 -8.95140 -8.97604 0.3 -0.5 0.5
H 1.51539 -8.12513 -8.91267 0.2 0.0 0.4
H -1.25761 -7.24823 -8.99627 -0.4 0.5 0.4
H 0.08634 -6.49719 -9.74625 0.1 -0.1 -0.1
H -0.88681 -5.04935 -8.01563 -0.3 -0.1 0.6
H 0.78044 -5.26874 -7.93239 0.3 0.0 0.3
H -1.20530 -6.77058 -6.13697 0.0 0.1 0.1
H -0.17002 -5.35455 -5.75386 0.0 -0.4 0.6
H 2.86953 -7.57688 -5.71599 0.2 0.5 0.7
H 2.25132 -5.80806 -5.57138 0.7 -0.2 -0.2
H 2.54731 -6.73847 -7.14747 -0.6 0.5 0.0
C -14.46226 3.04204 -3.83341 -0.7 0.0 -0.2
C -12.93092 2.98652 -3.83407 -0.9 0.4 0.5
C -12.27797 3.87657 -4.89560 1.5 -1.0 0.2
N -10.72910 3.73598 -4.90047 0.3 0.9 -0.2
C -10.21034 4.69824 -6.01302 1.1 0.4 1.6
C -8.64424 4.84310 -5.97133 -0.9 -0.7 0.6
C -8.11752 5.08585 -4.53471 1.2 0.5 -0.1
C -8.65635 4.20144 -3.45812 -0.2 -1.9 -0.1
C -10.14863 4.19653 -3.49116 -0.7 -0.2 -0.7
C -10.33374 2.30677 -5.18933 0.2 0.7 1.1
H -14.94005 2.54321 -2.99021 0.6 0.3 0.7
H -14.98540 2.47008 -4.59976 0.5 0.3 -0.8
H -14.80869 4.07517 -3.86027 -0.2 -0.1 0.0
H -12.68637 1.92443 -3.81781 0.6 0.2 -0.4
H -12.62763 3.43357 -2.88736 0.0 -0.4 0.2
H -12.38302 4.93771 -4.66965 -0.6 -0.1 -0.2
H -12.53032 3.61432 -5.92304 -0.4 0.2 0.1
H -10.54997 5.68949 -5.71269 -0.4 -0.1 0.1
H -10.69562 4.47385 -6.96288 0.3 -0.4 0.1
H -8.37317 5.67773 -6.61787 0.0 -0.1 0.0
H -8.15480 3.94017 -6.33638 -0.1 0.0 -0.3
H -8.17839 6.11925 -4.19344 -0.3 0.2 -0.4
H -7.04855 4.87338 -4.51795 0.2 0.3 -0.4
H -8.27750 4.41352 -2.45832 -0.3 0.6 0.0
H -8.29497 3.18068 -3.58280 0.1 -0.2 -0.2
H -10.39780 5.24292 -3.31487 -0.9 0.0 -0.3
H -10.65097 3.54972 -2.77185 0.3 0.1 0.0
H -9.24753 2.25269 -5.26228 -0.2 0.0 -0.3
H -10.85090 1.92405 -6.06920 0.1 0.2 0.1
H -10.60351 1.75441 -4.28921 -0.1 -0.3 -0.3
C -0.57383 1.94001 -5.64358 0.4 0.3 0.1
C -0.27541 2.43201 -4.21006 -1.0 -1.6 0.7
C -0.85672 1.34952 -3.21549 0.3 0.6 0.7
N -0.56219 1.54378 -1.67074 0.2 -2.4 0.2
C 0.95726 1.26471 -1.52588 -0.6 2.2 0.6
C 1.33388 1.39100 -0.02905 0.9 -1.0 0.1
C 0.63196 0.34287 0.92799 -1.1 0.5 -1.6
C -0.88860 0.18116 0.60200 1.0 0.9 -0.4
C -1.21445 0.29043 -0.92881 -0.1 1.4 0.4
C -1.06777 2.87052 -1.07586 -0.2 -1.2 -0.9
H -0.20209 2.73155 -6.29424 -0.1 -0.3 -0.3
H -1.61036 1.73070 -5.90797 -0.2 0.4 0.5
H -0.06289 1.00210 -5.86118 0.3 0.1 0.0
H -0.67801 3.43324 -4.05661 -0.1 -0.1 0.1
H 0.80341 2.46755 -4.05846 0.0 0.2 -0.2
H -0.39410 0.38103 -3.40551 0.3 0.1 -0.2
H -1.91438 1.11227 -3.33025 -0.2 0.7 0.1
H 1.31030 0.36901 -2.03694 -0.9 -0.6 0.4
H 1.34397 2.02228 -2.20753 0.7 0.5 0.8
H 2.38756 1.14411 0.10092 0.2 -0.1 -0.5
H 1.37879 2.42947 0.29908 -0.9 0.0 0.0
H 1.07940 -0.63640 0.75794 0.4 0.1 0.2
H 0.72247 0.65013 1.96986 0.3 -0.2 -0.1
H -1.27682 -0.74554 1.02464 0.0 -0.2 -0.4
H -1.39085 0.94876 1.19076 -0.4 0.2 -0.5
H -0.86936 -0.53286 -1.55428 -0.1 -0.2 0.4
H -2.29113 0.42582 -1.03143 0.0 -0.2 -0.2
H -0.65158 3.68659 -1.66654 0.0 0.0 0.3
H -0.92601 2.95966 0.00120 0.7 -0.2 -0.3
H -2.15025 2.80423 -1.18511 0.0 0.2 -0.3
O 4.84473 6.15050 -1.81853 2.4 -1.7 0.0
C 3.70779 6.64674 -1.34943 -1.7 2.0 0.0
O 2.84692 6.70301 -2.23777 -2.3 -0.7 -1.8
O 3.60483 7.08201 -0.23825 0.4 0.6 3.8
H 4.32195 5.85991 -2.56942 1.0 -0.7 -1.8
O -2.29518 9.43638 -5.87576 0.4 0.0 1.5
C -2.69812 9.28271 -7.14295 -1.2 2.1 -4.5
O -3.14205 10.24206 -7.80484 -0.4 1.4 1.6
O -2.52795 8.20180 -7.70822 0.8 -3.3 0.8
H -1.85656 8.58575 -5.80075 0.3 -0.3 0.7
O 4.32833 -6.20096 5.12148 4.0 -3.7 -1.4
C 3.59709 -5.19674 5.36239 4.9 10.4 0.6
O 4.12815 -4.04619 5.41295 0.2 0.3 -0.3
O 2.47369 -5.46131 5.59374 -7.8 -1.2 1.4
H 3.44178 -6.52606 5.29451 -1.1 -5.5 -0.2
O -5.21115 -3.58055 -3.42101 1.4 -1.6 1.9
C -5.64694 -2.96988 -4.49456 0.0 2.9 -3.3
O -6.83909 -2.57289 -4.34507 -0.5 0.0 -0.7
O -4.85105 -2.70992 -5.41831 0.1 -0.6 -0.5
H -6.05170 -3.32232 -3.03579 -0.7 -0.8 2.3
O -8.69928 2.39668 3.85037 -1.3 0.3 2.6
C -7.58526 2.41053 3.16392 6.6 3.7 0.9
O -6.52070 2.93753 3.55418 -0.1 0.1 1.2
O -7.72357 1.94810 2.04108 -0.6 -2.1 -3.8
H -8.86286 1.90999 3.03922 -4.5 -1.8 -1.0
```
Forces are in eV/Å.

Results
* charge: +3


no.,electronic energy (Eh),HOMO level (eV)
1,-54862.6657,-11.58
2,-4598.0396,-6.80